Entry 1:
{"formula": "C2H7N2OP", "method": "ωB97M-V/def2-TZVPD", "homo_energy_ha": [-0.329, -0.296], "relative_energy_kj_mol": 334.1, "e_tot_ev": -16501.71374, "multiplicity": 1, "orbital_gap_ev": [8.303, 8.021], "species": ["C", "C", "N", "N", "O", "P", "H", "H", "H", "H", "H", "H", "H"], "positions_angstrom": [[1.74561, 1.31870, -0.55254], [-1.41857, -0.89440, -1.64646], [1.29185, 1.01797, 0.57193], [0.15789, -0.77204, 2.07147], [-1.08260, 1.44764, 1.55751], [-0.25533, 0.40820, 0.94305], [2.72550, 1.78423, -0.59950], [1.23166, 1.14482, -1.49792], [-2.18706, -0.16965, -1.81464], [-0.55473, -0.86531, -2.27992], [-1.69773, -1.84038, -1.22963], [-0.56530, -0.97228, 2.74853], [0.60881, -1.60751, 1.72814]], "atomic_forces_ev_per_a": [[0.031, -0.025, -0.378], [0.480, 0.414, 0.788], [0.013, -0.132, 0.520], [-0.107, 0.031, -0.407], [-0.730, 0.416, 0.066], [0.409, -0.759, -0.385], [0.138, 0.073, -0.099], [-0.159, -0.050, -0.132], [-0.230, 0.278, 0.032], [0.267, 0.015, -0.152], [-0.058, -0.248, 0.211], [-0.048, 0.025, -0.064], [-0.006, -0.038, 0.001]]}



Entry 2:
{"formula": "C2H7N2S", "method": "ωB97M-V/def2-TZVPD", "homo_energy_ha": -0.107, "relative_energy_kj_mol": 61.2, "charge": -1, "e_tot_ev": -16003.35558, "multiplicity": 1, "orbital_gap_ev": 7.154, "species": ["C", "S", "H", "H", "H", "N", "C", "N", "H", "H", "H", "H"], "positions_angstrom": [[-2.22998, -0.91991, 1.13220], [-1.58144, 0.77740, 0.80998], [-2.28651, -1.29612, 2.15583], [-1.66245, -1.76280, 0.70148], [-3.18727, -1.16017, 0.63316], [0.75489, -0.36193, -0.91688], [2.08406, -0.20522, -0.58654], [3.10020, 0.05725, -1.32641], [0.69307, -0.01572, -1.87417], [0.15494, 0.22994, -0.24857], [2.23206, -0.57255, 0.44082], [2.80238, 0.00321, -2.30598]], "atomic_forces_ev_per_a": [[-0.004, -1.191, -0.869], [-0.407, -0.559, 0.465], [-0.250, 0.767, 0.413], [0.742, 0.554, -0.315], [-0.121, 0.713, 0.429], [1.012, 1.139, -0.413], [0.042, -1.296, 0.450], [-0.209, -0.807, 0.116], [-0.765, -0.014, 0.111], [-0.373, -0.967, -0.470], [0.343, 0.977, 0.064], [-0.011, 0.683, 0.020]]}



Entry 3:
{"formula": "C2H7N3", "method": "ωB97M-V/def2-TZVPD", "homo_energy_ha": -0.319, "relative_energy_kj_mol": 319.0, "e_tot_ev": -6654.65008, "multiplicity": 1, "orbital_gap_ev": 9.994, "species": ["C", "C", "N", "N", "N", "H", "H", "H", "H", "H", "H", "H"], "positions_angstrom": [[-0.28378, 0.71443, -1.55574], [-1.04043, 0.51340, -0.27152], [-0.39580, -0.13966, 0.80715], [0.82509, -0.43648, 0.66390], [1.40055, -0.92189, 1.79367], [-0.93128, 1.14146, -2.31850], [0.57582, 1.36579, -1.38500], [0.11185, -0.23408, -1.92079], [-1.64561, 1.33841, 0.10014], [-1.59315, -0.56621, -0.01420], [2.20558, -1.49428, 1.59204], [0.77116, -1.28088, 2.50885]], "atomic_forces_ev_per_a": [[-0.101, -0.191, 0.071], [-1.322, -3.448, 0.341], [4.724, 0.829, 2.717], [-1.703, 0.851, -0.225], [0.025, -0.347, 0.261], [0.021, 0.075, -0.010], [-0.063, 0.082, -0.026], [-0.026, 0.038, 0.016], [-0.054, -0.208, -0.032], [-1.346, 2.284, -2.862], [-0.153, -0.046, -0.033], [-0.002, 0.080, -0.218]]}



Entry 4:
{"formula": "C2H7N3", "method": "ωB97M-V/def2-TZVPD", "homo_energy_ha": -0.320, "relative_energy_kj_mol": 106.2, "e_tot_ev": -6656.85511, "multiplicity": 1, "orbital_gap_ev": 9.574, "species": ["H", "N", "C", "N", "N", "C", "H", "H", "H", "H", "H", "H"], "positions_angstrom": [[-1.28744, -1.03705, -1.55444], [-1.32656, -0.42223, -0.78880], [-0.11886, 0.05286, -0.63032], [0.87155, -0.20575, -1.68115], [0.25547, 0.66368, 0.54559], [-0.24340, 0.04739, 1.80171], [1.51835, 0.55498, -1.89452], [0.44335, -0.39963, -2.71876], [1.06043, 1.19585, 0.55266], [-0.39769, 0.81982, 2.63544], [0.41300, -0.86386, 2.20931], [-1.18820, -0.40606, 1.52329]], "atomic_forces_ev_per_a": [[-0.354, -0.761, -1.437], [1.905, 1.228, 1.994], [-1.389, -1.296, -1.956], [-1.115, 0.450, -2.333], [-1.799, -1.631, 0.110], [0.924, -0.470, 1.025], [-0.021, -0.115, 0.700], [0.773, 0.543, 3.772], [1.883, 0.872, 0.131], [0.330, -1.117, -1.343], [-0.964, 2.108, -0.902], [-0.173, 0.190, 0.240]]}



Entry 5:
{"formula": "C2H7N3", "method": "ωB97M-V/def2-TZVPD", "homo_energy_ha": -0.317, "relative_energy_kj_mol": 355.7, "e_tot_ev": -6654.26959, "multiplicity": 1, "orbital_gap_ev": 9.377, "species": ["C", "C", "H", "H", "H", "H", "H", "H", "H", "N", "N", "N"], "positions_angstrom": [[0.63939, 0.82450, -0.27290], [-0.00272, -0.56869, 0.15547], [-1.40407, 1.98673, -0.79620], [-0.64713, 0.62202, -2.15540], [1.75650, 0.57894, -0.62354], [0.70160, 1.40079, 0.66569], [-0.51623, -1.59522, 1.98400], [0.75508, -0.46862, 2.11432], [-0.83001, -2.01279, -0.43522], [-0.26941, 1.44542, -1.25567], [0.40033, -1.09486, 1.42445], [-0.58334, -1.11822, -0.80498]], "atomic_forces_ev_per_a": [[-0.662, -1.672, 0.707], [3.120, 2.551, 0.276], [4.814, -2.743, -1.455], [1.541, 3.110, 4.293], [-2.569, 0.840, 0.241], [0.083, 0.333, -0.657], [3.426, 1.533, -2.284], [0.298, 0.924, -0.048], [-0.732, -1.394, -0.322], [-3.836, 0.231, -2.278], [-4.678, -2.499, 0.921], [-0.807, -1.215, 0.605]]}



Entry 6:
{"formula": "C2H7N3", "method": "ωB97M-V/def2-TZVPD", "homo_energy_ha": -0.282, "relative_energy_kj_mol": 414.4, "e_tot_ev": -6653.66106, "multiplicity": 1, "orbital_gap_ev": 8.326, "species": ["C", "N", "C", "N", "N", "H", "H", "H", "H", "H", "H", "H"], "positions_angstrom": [[-0.52553, 1.13333, -0.59402], [0.88914, -0.44339, 1.13538], [-0.08945, -0.30036, -0.37596], [0.16250, -1.06807, -1.41107], [-0.66156, -1.00488, 0.73146], [0.89915, -0.09370, 2.09812], [1.09075, -1.04182, -1.82591], [1.49786, -1.24446, 0.99125], [-1.32630, -0.39126, 1.21575], [-1.49809, 1.14716, -1.08856], [-0.63423, 1.67051, 0.35291], [0.19578, 1.63694, -1.22935]], "atomic_forces_ev_per_a": [[0.527, 0.335, 0.948], [-1.995, -0.706, 0.517], [-2.245, -0.666, -3.747], [1.595, -0.463, 1.781], [2.598, 0.758, 1.107], [-0.165, -0.160, -0.353], [-0.629, 0.821, -0.637], [-0.434, -0.157, 0.207], [0.506, 0.228, 0.367], [0.121, -0.263, -0.067], [0.113, 0.176, -0.072], [0.007, 0.096, -0.049]]}



Entry 7:
{"formula": "C2H7N3O", "method": "ωB97M-V/def2-TZVPD", "homo_energy_ha": -0.318, "relative_energy_kj_mol": 442.9, "e_tot_ev": -8701.68635, "multiplicity": 1, "orbital_gap_ev": 9.660, "species": ["C", "N", "N", "C", "N", "O", "H", "H", "H", "H", "H", "H", "H"], "positions_angstrom": [[-1.60755, 0.44881, -0.36460], [-0.80375, -0.16073, 0.69526], [-0.07839, -1.24313, 0.09042], [1.13909, -1.10279, -0.15956], [1.86137, 0.03502, 0.21190], [1.25499, 1.37286, 0.01268], [-2.08946, -0.32421, -0.94542], [-0.88709, 1.05876, -0.97824], [-2.40648, 1.07068, 0.11599], [-1.46898, -0.50735, 1.34296], [1.62238, -2.00671, -0.68103], [2.84363, 0.02933, -0.16300], [0.62023, 1.32944, 0.82266]], "atomic_forces_ev_per_a": [[0.347, 1.255, 0.128], [1.106, 1.059, -0.577], [-2.035, -1.442, 0.241], [0.470, 0.512, -0.349], [1.930, 0.456, -0.997], [-0.301, -2.149, 1.968], [-0.133, -0.161, -0.492], [-1.176, -0.478, 0.352], [0.805, -0.269, -0.497], [-0.257, -1.142, 0.647], [-0.239, 1.701, 1.001], [-1.621, 0.495, 0.447], [1.104, 0.165, -1.873]]}



Entry 8:
{"formula": "C2H7N3O", "method": "ωB97M-V/def2-TZVPD", "homo_energy_ha": [-0.303, -0.325], "relative_energy_kj_mol": 716.6, "e_tot_ev": -8698.84981, "multiplicity": 1, "orbital_gap_ev": [8.446, 9.704], "species": ["C", "N", "C", "N", "O", "N", "H", "H", "H", "H", "H", "H", "H"], "positions_angstrom": [[-0.31764, 1.37873, -0.53960], [-1.54741, -1.17961, -0.33023], [0.29905, 0.11039, -0.16320], [2.31627, 0.54764, 0.24538], [-2.21852, -1.12196, 0.88796], [0.57760, -1.00775, 0.11803], [-1.82857, -1.77534, 1.49061], [-1.29676, -2.16315, -0.47911], [2.87289, 0.05132, -0.45287], [2.55771, 0.10717, 1.13510], [-1.27244, 1.48211, -0.02330], [-0.50022, 1.38193, -1.61496], [0.35805, 2.18852, -0.27380]], "atomic_forces_ev_per_a": [[0.035, 0.142, 0.003], [-2.058, -0.670, -0.147], [1.594, -1.819, 0.741], [0.715, 0.870, 0.021], [0.422, -0.045, -0.155], [-0.316, 1.764, -0.385], [-0.118, 0.036, -0.128], [0.085, 0.101, 0.099], [-0.172, -0.135, 0.019], [-0.193, -0.097, -0.081], [0.064, -0.082, -0.026], [0.009, -0.022, 0.068], [-0.066, -0.044, -0.029]]}